# 1
105
Properties=species:S:1:pos:R:3 method="wB97M-V/def2-TZVPD" lumo_energy_ev=-0.7 homo_energy_ev=-4.719 orbital_gap_ev=4.1 charge=-1 total_energy_ha=-3997.24052
O 2.949 -5.204 -2.573
C 2.792 -4.007 -2.796
C 1.620 -3.551 -3.633
C 0.272 -3.783 -2.882
N -0.909 -3.580 -3.697
C -1.393 -2.212 -3.840
C -0.631 -1.374 -4.916
O -0.740 -0.127 -4.924
O 0.010 -2.036 -5.752
C -1.643 -1.462 -2.530
F -2.748 -0.691 -2.704
F -1.958 -2.309 -1.517
C -0.526 -0.495 -2.008
F -0.759 0.771 -2.303
F 0.712 -0.819 -2.365
F -0.550 -0.539 -0.639
N 3.712 -3.100 -2.245
C 3.939 -1.915 -3.054
C 4.396 -2.096 -4.350
C 4.564 -0.987 -5.126
C 4.289 0.272 -4.671
C 3.855 0.447 -3.385
C 3.681 -0.668 -2.595
H 1.623 -4.180 -4.524
H 1.651 -2.505 -3.930
H 0.294 -4.846 -2.607
H 0.285 -3.241 -1.936
H -0.758 -3.959 -4.622
H -2.392 -2.312 -4.283
H 4.591 -3.558 -2.041
H 4.595 -3.098 -4.709
H 4.894 -1.129 -6.150
H 4.393 1.148 -5.299
H 3.601 1.410 -2.959
H 3.308 -0.574 -1.581
C -4.142 0.398 0.477
C -4.754 1.185 -0.420
C -6.249 1.299 -0.476
O -6.751 2.041 -1.296
C -7.034 0.504 0.464
C -6.420 -0.279 1.351
C -4.927 -0.374 1.425
O -4.438 -1.096 2.277
O -7.097 -1.027 2.235
O -4.066 1.904 -1.302
H -3.065 0.307 0.526
H -8.110 0.581 0.405
H -6.416 -1.493 2.758
H -4.730 2.382 -1.831
C -8.232 4.812 3.168
C -8.497 5.341 4.368
C -8.552 4.498 5.607
O -8.779 5.047 6.671
C -8.336 3.066 5.476
C -8.074 2.533 4.274
C -7.991 3.381 3.036
O -7.731 2.853 1.971
O -7.873 1.226 4.115
O -8.726 6.644 4.541
H -8.187 5.411 2.270
H -8.395 2.462 6.375
H -7.704 1.081 3.165
H -8.886 6.758 5.497
C -6.535 0.758 8.309
C -5.642 0.126 9.081
C -6.060 -0.911 10.083
O -5.199 -1.462 10.742
C -7.480 -1.203 10.219
C -8.372 -0.569 9.449
C -7.951 0.449 8.430
O -8.812 0.976 7.749
O -9.680 -0.798 9.536
O -4.338 0.375 9.010
H -6.246 1.505 7.582
H -7.771 -1.939 10.955
H -10.097 -0.216 8.873
H -3.918 -0.213 9.667
C 7.791 2.717 -0.888
C 7.179 1.625 -1.371
C 6.685 0.535 -0.461
O 6.123 -0.426 -0.944
C 6.913 0.683 0.972
C 7.526 1.772 1.447
C 7.995 2.871 0.542
O 8.530 3.844 1.042
O 7.759 1.952 2.749
O 6.983 1.450 -2.676
H 8.150 3.508 -1.531
H 6.569 -0.115 1.616
H 8.209 2.815 2.818
H 6.512 0.595 -2.780
C 8.849 -0.869 -6.569
C 10.020 -1.370 -6.978
C 11.127 -1.678 -6.014
O 12.162 -2.150 -6.449
C 10.911 -1.393 -4.604
C 9.740 -0.888 -4.193
C 8.622 -0.605 -5.154
O 7.577 -0.165 -4.719
O 9.496 -0.607 -2.916
O 10.279 -1.628 -8.260
H 8.044 -0.645 -7.255
H 11.722 -1.603 -3.921
H 8.585 -0.255 -2.893
H 11.187 -1.983 -8.280

=====

# 2
239
Properties=species:S:1:pos:R:3 method="wB97M-V/def2-TZVPD" lumo_energy_ev=0.5 homo_energy_ev=-8.851 orbital_gap_ev=9.3 total_energy_ha=-8347.79760
N -2.046 2.009 -3.188
H -2.037 2.495 -4.110
H -1.067 1.612 -3.014
H -2.704 1.279 -3.145
H -2.240 2.717 -2.380
N 0.125 4.637 -1.048
H 0.454 4.857 -0.061
H 0.828 4.348 -1.689
H -0.260 5.499 -1.421
H -0.721 4.052 -1.042
N -4.022 2.075 0.128
H -4.680 2.704 0.653
H -4.502 1.415 -0.443
H -3.371 1.534 0.737
H -3.409 2.670 -0.496
N 0.214 1.390 0.240
H -0.716 1.000 0.427
H 0.350 2.233 0.801
H 0.536 1.541 -1.504
H 0.938 0.686 0.455
O 0.722 1.388 -2.468
H 1.200 2.213 -2.704
As -5.246 -0.045 -3.112
F -5.459 -1.756 -2.931
F -5.531 0.061 -1.425
F -5.012 1.750 -3.196
F -4.975 -0.197 -4.749
F -6.894 0.092 -3.477
F -3.483 -0.215 -2.634
F -2.282 3.489 -1.127
F 1.171 4.930 1.195
C 1.998 0.315 -5.111
O 1.236 -0.564 -4.255
H 2.914 0.525 -4.611
H 2.131 -0.130 -6.106
H 1.480 1.257 -5.189
H 0.957 -0.068 -3.459
C -3.664 -1.314 1.538
O -3.020 -0.859 0.276
H -3.755 -2.418 1.570
H -2.975 -1.052 2.301
H -4.638 -0.903 1.791
H -3.651 -0.989 -0.453
C -3.044 2.329 3.733
O -2.245 1.857 2.691
H -3.883 1.630 3.794
H -2.399 2.410 4.625
H -3.438 3.331 3.576
H -1.390 2.313 2.634
C 3.600 0.122 1.097
O 2.645 -0.592 0.335
H 3.098 0.928 1.651
H 4.153 -0.468 1.842
H 4.326 0.631 0.423
H 2.935 -0.858 -0.548
C 4.174 5.659 1.722
O 3.808 4.650 0.809
H 3.822 5.485 2.737
H 5.276 5.656 1.753
H 3.833 6.656 1.455
H 2.829 4.582 0.843
C 0.670 3.669 3.921
O 0.149 3.203 2.666
H 0.013 4.386 4.485
H 0.703 2.712 4.487
H 1.723 4.031 3.989
H 0.419 3.890 2.009
C 3.267 -2.948 -2.541
O 2.744 -1.671 -2.203
H 3.516 -2.951 -3.623
H 4.173 -3.154 -1.889
H 2.609 -3.786 -2.366
H 1.998 -1.559 -2.822
C -0.425 -0.729 3.845
Cl 1.205 0.001 3.519
Cl -1.249 0.055 5.141
H -1.021 -0.564 2.971
H -0.296 -1.793 4.028
C -2.505 5.872 -3.474
O -1.281 5.226 -3.726
C -0.925 5.516 -5.061
C -1.698 4.876 -6.184
O -1.403 3.474 -6.124
C -2.000 2.587 -7.108
C -1.403 1.175 -6.895
O -1.886 0.607 -5.697
C -1.724 -0.801 -5.541
H -2.596 6.834 -3.965
H -2.524 6.113 -2.392
H -3.326 5.176 -3.721
H 0.167 5.191 -5.175
H -0.891 6.606 -5.096
H -1.420 5.290 -7.121
H -2.777 5.066 -6.020
H -1.660 2.854 -8.158
H -3.070 2.550 -7.016
H -0.313 1.243 -6.947
H -1.782 0.581 -7.718
H -2.287 -0.911 -4.615
H -0.649 -1.106 -5.504
H -2.162 -1.322 -6.435
C 3.895 -6.048 -5.131
O 3.468 -6.301 -3.807
C 2.224 -6.997 -3.867
C 1.029 -6.149 -4.279
O 0.556 -5.300 -3.308
C -0.549 -4.504 -3.765
C -1.030 -3.637 -2.635
O 0.048 -2.867 -1.994
C -0.382 -1.844 -1.098
H 3.372 -5.201 -5.599
H 3.751 -6.937 -5.856
H 4.940 -5.943 -5.071
H 1.999 -7.394 -2.880
H 2.299 -7.790 -4.621
H 0.180 -6.818 -4.506
H 1.193 -5.576 -5.168
H -1.436 -5.126 -4.007
H -0.288 -3.851 -4.605
H -1.437 -4.321 -1.888
H -1.850 -3.007 -2.942
H -0.783 -2.360 -0.236
H -1.080 -1.186 -1.569
H 0.538 -1.311 -0.874
C 5.468 -6.495 5.512
O 5.437 -5.490 4.482
C 6.751 -4.947 4.265
C 6.807 -3.785 3.320
O 5.958 -2.661 3.556
C 6.324 -1.922 4.679
C 5.285 -0.906 5.091
O 5.024 0.068 3.975
C 4.454 1.275 4.492
H 6.096 -7.347 5.292
H 4.462 -6.864 5.548
H 5.709 -6.025 6.489
H 7.288 -5.721 3.758
H 7.190 -4.684 5.251
H 6.537 -4.090 2.305
H 7.854 -3.427 3.321
H 7.312 -1.453 4.518
H 6.489 -2.529 5.554
H 5.627 -0.298 5.919
H 4.346 -1.433 5.369
H 5.223 1.821 5.070
H 3.581 1.026 5.142
H 4.174 1.862 3.637
C 3.229 -4.723 0.975
O 2.715 -4.620 2.307
C 2.758 -3.358 2.830
C 2.440 -3.409 4.297
O 1.093 -3.685 4.580
C 0.629 -5.028 4.547
C 1.591 -6.158 5.111
O 2.193 -5.769 6.357
C 1.246 -5.611 7.392
H 2.666 -4.070 0.273
H 3.131 -5.763 0.699
H 4.256 -4.416 0.971
H 2.103 -2.667 2.301
H 3.698 -2.920 2.814
H 2.446 -2.338 4.603
H 3.170 -3.989 4.779
H 0.307 -5.276 3.599
H -0.272 -5.030 5.151
H 2.487 -6.333 4.454
H 0.958 -7.046 5.268
H 0.906 -6.526 7.798
H 0.332 -5.154 6.997
H 1.673 -5.047 8.217
C -3.908 8.223 3.937
O -3.888 7.493 2.729
C -3.308 6.202 2.881
C -3.446 5.335 1.602
O -4.685 4.691 1.564
C -5.697 5.573 1.162
C -6.997 4.774 1.120
O -6.811 3.626 0.296
C -6.746 3.829 -1.094
H -2.837 8.333 4.366
H -4.380 7.574 4.678
H -4.260 9.245 3.778
H -3.746 5.767 3.840
H -2.212 6.356 2.961
H -2.692 4.570 1.554
H -3.245 6.045 0.717
H -5.487 6.001 0.207
H -5.887 6.470 1.818
H -7.807 5.377 0.718
H -7.278 4.375 2.063
H -6.426 2.960 -1.572
H -5.992 4.605 -1.405
H -7.689 4.153 -1.478
C 3.448 2.913 -1.864
O 2.681 3.541 -2.866
C 3.317 4.628 -3.618
C 3.631 5.841 -2.766
O 2.405 6.264 -2.220
C 2.416 7.478 -1.504
C 1.283 7.635 -0.478
O 0.021 7.607 -1.214
C -1.029 8.284 -0.514
H 3.839 3.591 -1.076
H 4.244 2.482 -2.401
H 2.813 2.068 -1.524
H 2.648 4.844 -4.458
H 4.209 4.184 -4.003
H 4.028 6.684 -3.341
H 4.341 5.618 -1.996
H 2.311 8.336 -2.183
H 3.339 7.517 -0.934
H 1.399 8.584 0.061
H 1.320 6.864 0.321
H -0.780 9.258 -0.130
H -1.344 7.632 0.330
H -1.828 8.317 -1.261
C -1.553 -4.106 2.004
O -1.645 -5.532 2.039
C -0.875 -6.006 0.950
C -0.964 -7.525 0.893
O -2.240 -7.989 0.908
C -3.080 -7.824 -0.215
C -4.481 -8.242 0.175
O -4.703 -9.605 -0.009
C -5.910 -10.034 0.498
H -1.932 -3.700 1.099
H -0.538 -3.752 2.156
H -2.130 -3.747 2.940
H 0.206 -5.694 1.074
H -1.206 -5.499 -0.005
H -0.526 -7.921 1.792
H -0.372 -7.917 0.030
H -2.695 -8.389 -1.069
H -3.035 -6.820 -0.615
H -5.204 -7.698 -0.405
H -4.587 -7.959 1.240
H -5.953 -9.797 1.583
H -5.978 -11.085 0.271
H -6.768 -9.550 0.044